Formula: C20H36NO11P2RhS2
Source: the Open Molecules 2025 dataset
Level of theory: the ωB97M-V functional and the def2-TZVPD basis

Each line ends with the natural charge from an NBO analysis.
Cartesian coordinates (Å):
Rh (-0.22062, 0.13121, 0.18874)  1.234
O (-3.55331, -1.72263, 1.91776)  -1.039
P (-2.78184, -0.32544, 1.95554)  2.571
O (-3.08617, 0.38894, 3.20897)  -1.154
O (-1.28850, -0.61357, 1.74200)  -1.150
O (-3.41846, 0.38293, 0.65588)  -1.130
P (-2.99850, 1.56314, -0.38451)  2.556
O (-3.14934, 0.75366, -1.76881)  -1.038
O (-3.95546, 2.68179, -0.33182)  -1.157
O (-1.53045, 1.91520, -0.18926)  -1.166
H (-3.51961, -2.11168, 1.01344)  0.510
H (-2.57314, -0.02447, -1.63654)  0.502
O (1.22018, 0.08156, -1.32714)  -0.659
C (1.08982, 0.34449, -2.56221)  0.624
C (0.11535, -0.34474, -3.47565)  -0.528
C (0.88291, -1.33915, -4.37770)  -0.396
C (2.13110, -1.92273, -3.70102)  -0.415
C (3.39410, -1.06713, -3.88347)  -0.411
C (3.40552, 0.23417, -3.06031)  -0.221
N (2.17873, 1.00264, -3.19462)  -0.645
H (-0.44563, 0.36673, -4.09056)  0.217
H (-0.58973, -0.88471, -2.84644)  0.269
H (1.18005, -0.85354, -5.31423)  0.174
H (0.20659, -2.15548, -4.63987)  0.218
H (2.33242, -2.90610, -4.13635)  0.198
H (1.92885, -2.06593, -2.63868)  0.229
H (3.49949, -0.81998, -4.94768)  0.175
H (4.26903, -1.66170, -3.60067)  0.198
H (4.25315, 0.86012, -3.36415)  0.180
H (3.50027, 0.00870, -1.99700)  0.222
H (1.96744, 1.18632, -4.17081)  0.349
C (-2.27361, -4.76922, -6.65098)  -0.624
C (-2.17131, -4.20791, -5.26102)  -0.028
C (-2.95669, -3.12532, -4.86049)  -0.223
C (-2.90771, -2.65140, -3.56750)  -0.198
C (-2.05390, -3.25348, -2.64337)  -0.246
C (-1.22719, -4.29671, -3.03697)  -0.209
C (-1.28331, -4.77094, -4.32977)  -0.236
S (-2.06079, -2.63783, -0.96838)  2.441
O (-1.19453, -3.51860, -0.20689)  -1.001
O (-3.45329, -2.69829, -0.53864)  -0.990
O (-1.54815, -1.26313, -1.11438)  -1.052
H (-3.00177, -4.21069, -7.23729)  0.208
H (-2.58546, -5.81503, -6.62057)  0.209
H (-1.31270, -4.72743, -7.16665)  0.210
H (-3.62293, -2.66827, -5.58354)  0.201
H (-3.51204, -1.82106, -3.23565)  0.247
H (-0.55509, -4.71495, -2.30351)  0.245
H (-0.66121, -5.59957, -4.64510)  0.198
C (2.44960, 2.08842, 3.19255)  -0.602
C (2.09267, 0.95217, 2.22139)  -0.155
C (1.69522, -0.29654, 3.02306)  -0.604
C (3.32648, 0.61076, 1.36056)  -0.601
C (0.96951, 1.35747, 1.32231)  -0.432
H (3.26050, 1.78985, 3.86031)  0.174
H (1.58452, 2.35057, 3.79730)  0.209
H (2.76332, 2.97659, 2.64522)  0.193
H (2.55288, -0.71280, 3.55745)  0.166
H (1.29086, -1.03107, 2.33148)  0.216
H (0.90639, -0.04907, 3.72804)  0.223
H (4.13578, 0.19807, 1.96781)  0.170
H (3.68476, 1.50272, 0.84922)  0.196
H (3.02700, -0.11165, 0.60889)  0.214
H (0.59329, 2.37010, 1.45263)  0.148
C (1.04117, -3.73692, 1.43381)  -0.741
S (1.35320, -2.81788, -0.09100)  0.220
C (3.19674, -2.83085, 0.07926)  -0.746
H (1.41628, -4.75120, 1.31900)  0.186
H (-0.03597, -3.73534, 1.54216)  0.276
H (1.51629, -3.24146, 2.27414)  0.208
H (3.48111, -2.43454, 1.04690)  0.213
H (3.60461, -2.21052, -0.70965)  0.211
H (3.55941, -3.85020, -0.03098)  0.191

Gap between HOMO and LUMO (alpha / beta), eV: 3.5 / 6.6
HOMO energy (alpha / beta), eV: 0.32 / -2.78
DFT total energy, hartree: -3255.96171
2S+1: 5
Lowest unoccupied orbital energy (alpha / beta), eV: 3.9 / 3.9
Total charge: -2

---

Formula: C4H12O3
Source: the Open Molecules 2025 dataset
Level of theory: the ωB97M-V functional and the def2-TZVPD basis

Each line ends with the natural charge from an NBO analysis.
Cartesian coordinates (Å):
C (-1.95093, 0.62724, 1.04018)  -0.634
C (-1.14284, 0.50872, -0.23149)  0.102
O (-0.26360, 1.63830, -0.35847)  -0.754
C (-0.34506, -0.78514, -0.26626)  -0.431
C (0.49418, -1.02133, -1.49038)  -0.072
O (1.39116, -2.09456, -1.38807)  -0.707
H (-2.45667, 1.58070, 1.16887)  0.223
H (-2.77207, -0.09793, 0.97091)  0.217
H (-1.33497, 0.40762, 1.91098)  0.205
H (-1.72704, 0.59392, -1.15046)  0.181
H (0.05769, 2.07150, 0.42159)  0.478
H (-1.00045, -1.63523, -0.05331)  0.215
H (0.37101, -0.68960, 0.56346)  0.162
H (1.06976, -0.09325, -1.66879)  0.170
H (-0.07602, -1.04040, -2.41898)  0.181
H (1.99365, -1.91613, -0.66046)  0.463
O (2.71749, 0.95492, 1.03942)  -0.935
H (1.91368, 0.51609, 0.78137)  0.465
H (3.06102, 0.47456, 1.78989)  0.468

Gap between HOMO and LUMO, eV: 10.7
HOMO energy, eV: -10.17
DFT total energy, hartree: -385.29643
SMILES: C[C@@H](O)CCO.O
Lowest unoccupied orbital energy, eV: 0.6
Relative energy (zero: lowest compared OMol25 entry of this formula, charge and spin), kJ/mol: 66.5

---

Formula: C14H22F2N3O2
Source: the Open Molecules 2025 dataset
Level of theory: the ωB97M-V functional and the def2-TZVPD basis

Each line ends with the natural charge from an NBO analysis.
Cartesian coordinates (Å):
C (1.35164, -3.41806, 1.72373)  -0.136
C (0.81726, -2.36335, 1.93753)  -0.083
C (0.31130, -0.97699, 2.00892)  -0.137
C (-1.17039, -0.98425, 1.51254)  -0.235
N (-1.25727, -0.42377, 0.12238)  -0.443
C (-2.58793, -0.58951, -0.48593)  0.837
O (-3.54215, -0.77529, 0.18528)  -0.435
N (-2.61278, -0.52783, -1.92416)  -0.723
C (-2.37913, -1.83388, -2.47336)  0.936
O (-1.89971, -2.04359, -3.52060)  -0.447
F (-2.69876, -2.84545, -1.66181)  -0.309
C (-0.71618, 0.98392, 0.03539)  -0.109
C (-1.74878, 2.10203, 0.17703)  0.189
C (-2.71705, 2.05152, 1.36294)  -0.672
F (-2.45074, 2.25608, -0.99400)  -0.350
C (0.40936, 1.19463, 1.08367)  -0.229
N (1.18818, 0.00945, 1.36202)  -0.412
C (1.94481, -0.49733, 0.20406)  -0.219
C (2.67848, 0.59806, -0.61299)  -0.245
C (2.01731, 0.85531, -1.99743)  -0.616
C (4.13609, 0.11116, -0.89386)  -0.598
H (1.63546, -4.43395, 1.57746)  0.257
H (0.26656, -0.71187, 3.07001)  0.251
H (-1.49343, -2.02170, 1.43224)  0.256
H (-1.87619, -0.50394, 2.17917)  0.254
H (-0.61095, -1.00684, -0.42574)  0.459
H (-3.54964, -0.21838, -2.17493)  0.447
H (-0.28308, 1.08484, -0.96125)  0.264
H (-1.16434, 3.01743, 0.29435)  0.200
H (-2.25053, 1.72193, 2.28710)  0.219
H (-3.05198, 3.07464, 1.53751)  0.251
H (-3.62079, 1.48894, 1.13945)  0.242
H (-0.08860, 1.46552, 2.02210)  0.210
H (0.99819, 2.05881, 0.79844)  0.250
H (1.35444, -1.11802, -0.49247)  0.141
H (2.71499, -1.15529, 0.59626)  0.235
H (2.79183, 1.52585, -0.05703)  0.214
H (1.44504, -0.02728, -2.29281)  0.197
H (1.40402, 1.75717, -2.01976)  0.204
H (2.78470, 0.97048, -2.76021)  0.237
H (4.55557, -0.45561, -0.06553)  0.213
H (4.21379, -0.40561, -1.84723)  0.214
H (4.75139, 1.01008, -0.98843)  0.223

Gap between HOMO and LUMO, eV: 9.0
HOMO energy, eV: -12.79
DFT total energy, hartree: -1060.78948
SMILES: C#C[C@@H]1C[N@@H+](C(=O)NC(=O)F)[C@@H]([C@H](C)F)CN1CC(C)C
Lowest unoccupied orbital energy, eV: -3.8
Total charge: +1
Relative energy (zero: lowest compared OMol25 entry of this formula, charge and spin), kJ/mol: 67.5

---

Formula: C12H20F6N4OP
Source: the Open Molecules 2025 dataset
Level of theory: the ωB97M-V functional and the def2-TZVPD basis

Each line ends with the natural charge from an NBO analysis.
Cartesian coordinates (Å):
P (5.17799, 11.28226, -1.28040)  2.607
F (3.75472, 10.54330, -1.50502)  -0.586
F (4.76981, 12.45791, -2.25100)  -0.594
F (4.55508, 12.03086, -0.02457)  -0.583
F (6.48156, 12.09505, -0.92265)  -0.605
F (5.69390, 10.07015, -0.27338)  -0.601
F (5.91038, 10.51270, -2.52369)  -0.619
C (4.46203, 11.09552, -4.99666)  -0.737
C (5.75380, 11.84838, -5.20212)  0.362
N (6.71033, 12.53735, -5.38521)  -0.437
H (4.03883, 10.69258, -5.91680)  0.249
H (3.80524, 11.65870, -4.33368)  0.295
H (4.63881, 10.15008, -4.48384)  0.271
C (6.98830, 7.85909, -2.27638)  -0.720
C (7.90836, 6.77161, -2.43872)  0.280
N (8.59679, 5.86121, -2.53729)  -0.350
H (7.51658, 8.47931, -1.55225)  0.265
H (5.94819, 7.65820, -2.01962)  0.287
H (6.97606, 8.32612, -3.26118)  0.236
C (1.16405, 12.01961, 2.02228)  -0.704
C (2.65185, 11.79213, 2.22705)  0.262
N (3.80468, 11.67180, 2.48867)  -0.299
H (0.93563, 12.91047, 2.60733)  0.247
H (0.64823, 11.08074, 2.22367)  0.246
H (1.03886, 12.26331, 0.96726)  0.248
C (9.15052, 11.94981, 1.09486)  -0.709
C (7.86217, 12.29657, 1.74288)  0.246
N (6.76266, 12.49839, 2.10747)  -0.258
H (10.00850, 12.32006, 1.65601)  0.239
H (9.11277, 12.28159, 0.05726)  0.233
H (9.14471, 10.85986, 1.10235)  0.249
C (10.82327, 11.06970, -2.79106)  -0.407
C (10.00956, 10.20058, -3.68748)  -0.450
C (8.97435, 11.08611, -4.33806)  -0.122
O (9.52932, 12.45745, -4.23003)  -0.023
C (10.78545, 12.42143, -3.55458)  -0.147
H (11.82507, 10.71213, -2.55305)  0.253
H (10.29996, 11.40058, -1.89398)  0.231
H (9.52269, 9.34413, -3.22105)  0.268
H (10.72037, 9.95389, -4.47615)  0.215
H (8.09670, 11.02602, -3.69447)  0.323
H (8.72225, 10.72687, -5.33580)  0.282
H (11.08556, 13.27676, -2.94925)  0.269
H (11.66798, 12.42888, -4.19427)  0.292

Gap between HOMO and LUMO (alpha / beta), eV: 9.2 / 3.4
HOMO energy (alpha / beta), eV: -9.81 / -9.81
DFT total energy, hartree: -1704.01654
2S+1: 2
Lowest unoccupied orbital energy (alpha / beta), eV: -0.6 / -6.4

---

- The highest DFT total energy belongs to which entry?
  C4H12O3